# 1
The following is a DFT calculation (ωB97M-V/def2-TZVPD) of one molecule with the formula C9H10S in a non-equilibrium geometry.

Atoms and positions in Å:
C -0.541 1.602 -2.355
C -1.832 1.948 -2.617
C -0.394 0.788 -1.176
C -1.549 0.545 -0.536
C -0.268 -0.761 1.074
C 0.827 -0.502 0.464
C 0.988 0.301 -0.686
C -0.944 -1.368 2.203
C 2.018 -0.993 1.331
S -2.878 1.277 -1.383
H 0.321 1.825 -2.858
H -2.397 2.416 -3.364
H 1.372 -0.377 -1.480
H 1.637 1.186 -0.377
H -0.192 -1.520 3.014
H -1.323 -2.340 1.913
H -1.735 -0.776 2.531
H 2.238 -0.216 1.973
H 2.774 -1.096 0.607
H 1.880 -1.938 1.722

Forces on atoms 1 to 3 (eV/Å):
-1.71 -0.71 1.30
0.06 -1.29 1.78
0.78 0.70 -0.34

Properties
multiplicity: 1
LUMO level: 0.2 eV
energy relative to the best compared isomer or geometry (same formula, charge and spin): 313.7 kJ/mol
gap between HOMO and LUMO: 0.3082 Ha


# 2
The following is a DFT calculation (ωB97M-V/def2-TZVPD) of a 4-piece molecular cluster, C13H24N3O5PS overall in a non-equilibrium geometry.

Atoms and positions in Å:
O -1.633 -2.116 2.043
C -1.783 -1.160 1.336
O -0.959 -0.129 1.182
O -2.876 -1.045 0.488
P -4.204 -0.352 1.153
O -4.237 -0.637 2.710
O -3.909 1.195 1.017
S -5.787 -0.996 0.292
H -0.559 0.113 2.023
H -3.994 0.156 3.205
H -3.010 1.353 0.697
C 0.495 -4.550 0.472
C -0.196 -3.799 -0.659
C -0.048 -4.491 -2.019
C 1.361 -4.595 -2.399
N 2.466 -4.644 -2.687
H 1.572 -4.614 0.308
H 0.335 -4.038 1.420
H 0.104 -5.565 0.566
H 0.211 -2.787 -0.720
H -1.259 -3.705 -0.430
H -0.569 -3.927 -2.792
H -0.475 -5.494 -1.989
C -1.346 6.275 2.012
C -1.426 5.710 0.599
C -2.300 4.452 0.508
C -1.766 3.382 1.350
N -1.334 2.558 2.016
H -0.883 5.566 2.700
H -0.744 7.182 2.026
H -2.338 6.523 2.394
H -0.421 5.480 0.242
H -1.839 6.464 -0.071
H -2.343 4.090 -0.519
H -3.319 4.666 0.831
C 2.802 -0.849 -2.007
C 4.252 -1.306 -1.923
C 5.082 -0.495 -0.922
C 5.123 0.921 -1.290
N 5.154 2.023 -1.592
H 2.723 0.182 -2.355
H 2.255 -1.480 -2.707
H 2.313 -0.918 -1.032
H 4.707 -1.238 -2.912
H 4.278 -2.356 -1.630
H 6.105 -0.867 -0.885
H 4.659 -0.576 0.080

Forces on atoms 1 to 3 (eV/Å):
0.06 0.88 -0.36
-0.08 -1.53 0.22
-0.53 0.41 -0.38

Properties
multiplicity: 1
LUMO level: 0.1 eV
gap between HOMO and LUMO: 0.3436 Ha
SMILES: O=C(O)OP(O)(O)=S.CCCC#N.CCCC#N.CCCC#N


# 3
The following is a DFT calculation (ωB97M-V/def2-TZVPD) of a 2-piece molecular cluster, C10H16 overall in a non-equilibrium geometry.

Atoms and positions in Å:
C -0.434 -2.765 -0.812
C 0.130 -1.539 -0.082
C -0.830 -0.694 0.706
C -1.880 -1.277 1.445
C -2.926 -0.509 1.922
C -2.857 0.889 1.790
C -1.752 1.481 1.232
C -0.734 0.679 0.699
H 0.377 -3.490 -0.907
H -0.902 -2.525 -1.762
H -1.152 -3.322 -0.208
H 0.966 -1.895 0.536
H 0.698 -0.921 -0.784
H -1.905 -2.356 1.526
H -3.740 -0.919 2.496
H -3.581 1.567 2.220
H -1.645 2.551 1.115
H 0.068 1.208 0.194
C 3.185 1.463 -0.878
C 2.412 2.083 -2.026
H 4.013 2.081 -0.520
H 2.548 1.413 0.017
H 3.534 0.432 -0.941
H 1.744 2.848 -1.647
H 1.690 1.319 -2.380
H 2.974 2.201 -2.948

Forces on atoms 1 to 3 (eV/Å):
0.20 -0.31 0.72
1.05 -0.32 0.00
-0.26 -0.37 0.28

Properties
multiplicity: 1
LUMO level: 1.0 eV
energy relative to the best compared isomer or geometry (same formula, charge and spin): 72.8 kJ/mol
gap between HOMO and LUMO: 0.3644 Ha
SMILES: CCc1ccccc1.CC